This record from OMol25 describes a structure of composition C12H18OS in a non-equilibrium geometry. The level of theory is ωB97M-V/def2-TZVPD.

```
32
Properties=species:S:1:pos:R:3
C -1.178 -1.364 -0.243
C -0.132 -0.827 1.792
C -0.069 0.723 1.762
C -2.673 0.656 -1.264
C 0.201 -1.273 0.353
C -1.679 0.089 -0.285
C -0.114 1.045 0.235
C 0.805 0.072 -0.394
C 1.030 -2.609 0.361
C -0.357 2.481 -0.152
C 2.274 0.267 0.172
C 0.865 -0.201 -1.874
O -1.729 -2.358 -0.631
S -3.224 0.609 0.492
H 0.497 -1.066 2.706
H -1.091 -0.987 2.151
H -0.901 1.348 2.313
H 0.802 1.193 2.268
H -2.410 1.573 -1.730
H -3.245 -0.033 -2.078
H 1.299 -2.953 -0.692
H 0.259 -3.266 0.624
H 1.810 -2.485 0.992
H -0.374 2.770 -1.258
H 0.339 3.124 0.461
H -1.321 2.829 0.122
H 2.409 1.367 -0.122
H 3.013 -0.393 -0.489
H 2.452 0.174 1.280
H 1.194 0.762 -2.282
H -0.176 -0.282 -2.382
H 1.425 -0.984 -2.209
```

E ... -25615.5029 eV
HOMO ... -8.490 eV
Kohn-Sham gap ... 9.14 eV
Charge ... 0